Density functional theory data (the ωB97M-V functional and the def2-TZVPD basis) for a 2-piece molecular cluster, C4H11NO2 overall.

Results
Orbital gap in eV: 10.0
HOMO in eV: -9.086
Energy above the lowest of the compared OMol25 structures with the same formula, charge and spin in kcal/mol: 33.3
LUMO in eV: 0.9

```
18
Properties=species:S:1:pos:R:3:nbo_charge:R:1
C 0.1467 -1.2994 -1.2237 -0.426
N 0.1138 -1.6604 0.1927 -0.616
C 1.0024 0.4962 1.1820 -0.640
C -0.0706 -0.5923 1.1679 -0.149
C -1.4366 0.0678 0.9505 0.469
O -1.6409 0.9121 0.1146 -0.557
H 0.9926 -0.6766 -1.5204 0.183
H 0.1129 -2.2172 -1.8010 0.203
H -0.7510 -0.7456 -1.4624 0.200
H 0.9703 -2.1461 0.4213 0.358
H 0.7805 1.2338 1.9588 0.216
H 1.9734 0.0346 1.3973 0.209
H 1.0934 1.0060 0.2235 0.242
H -0.1714 -1.1079 2.1256 0.200
H -2.2670 -0.2114 1.6239 0.121
H -0.2494 2.8089 -2.4278 0.472
H -0.6572 1.7873 -1.2586 0.499
O 0.0581 2.3102 -1.6643 -0.982
```

Density functional theory data (the ωB97M-V functional and the def2-TZVPD basis) for a single C4H12N2O2 molecule.

Results
Orbital gap in eV: 10.3
HOMO in eV: -9.383
Energy above the lowest of the compared OMol25 structures with the same formula, charge and spin in kcal/mol: 112.6
LUMO in eV: 0.9

```
20
Properties=species:S:1:pos:R:3:nbo_charge:R:1
C -0.0429 0.2941 0.2771 0.251
C 0.0096 -1.8021 -1.0439 -0.431
C 0.1199 1.8166 0.1756 -0.639
C -1.3103 -0.0423 1.0763 -0.663
N 0.1164 -0.3457 -1.0100 -0.173
N 1.1989 -0.3135 1.0902 -0.346
O -1.1697 0.1353 -1.7523 -0.635
O 2.4219 0.2423 0.5661 -0.592
H -0.7699 0.6615 -2.4674 0.473
H 2.7334 -0.4744 -0.0168 0.467
H 1.1430 0.1334 2.0082 0.338
H -0.1224 -2.1295 -2.0798 0.216
H -0.8239 -2.2009 -0.4615 0.184
H 0.9418 -2.2533 -0.6908 0.212
H 0.2998 2.2537 1.1644 0.211
H -0.7797 2.2833 -0.2388 0.221
H 0.9595 2.0979 -0.4674 0.233
H -2.2092 0.2901 0.5469 0.240
H -1.4115 -1.1125 1.2770 0.218
H -1.3046 0.4662 2.0469 0.216
```

Density functional theory data (the ωB97M-V functional and the def2-TZVPD basis) for C14H32NO3P2SiV as an isolated structure.

Results
Orbital gap (alpha / beta) in eV: 7.4 / 6.4
Net charge: +2
HOMO (alpha / beta) in eV: -15.151 / -15.248
Energy above the lowest of the compared OMol25 structures with the same formula, charge and spin in kcal/mol: 0.0
Spin multiplicity: 3
LUMO (alpha / beta) in eV: -7.7 / -8.8

```
54
Properties=species:S:1:pos:R:3:mulliken_spin:R:1
V 0.0594 0.4553 0.2098 1.213
P -2.2708 0.2920 -0.3839 -0.007
C -2.0790 0.7631 -2.0721 0.479
C -0.8722 1.3570 -2.5127 -0.023
N 0.2304 1.2745 -1.6897 0.105
C 1.4571 1.4737 -2.2005 -0.001
C 1.6426 2.1138 -3.4265 0.140
C 0.5319 2.3867 -4.2180 -0.021
C -0.7068 1.9533 -3.7913 0.182
C 2.6224 1.0011 -1.3579 -0.008
P 2.2091 -0.4734 -0.3416 -0.037
H -1.5950 2.0191 -4.4013 0.000
H 2.6378 2.4089 -3.7095 0.001
H 0.6363 2.9070 -5.1694 0.003
H 3.4710 0.7446 -2.0157 0.000
H 2.9374 1.7949 -0.6347 0.016
H -2.0337 -1.2057 -3.4722 0.002
H -2.9099 0.7274 -2.7865 -0.017
H -1.0465 -2.8777 -2.5567 -0.001
O -1.7865 -2.1190 -3.7005 0.005
H -2.3053 -2.4109 -4.4706 0.000
H 0.3110 -1.0385 -0.2931 -0.075
O -0.6691 -3.1831 -1.6796 -0.003
H 0.3014 -3.2949 -1.8065 0.000
C 2.7566 -1.8214 -1.4186 0.000
H 3.7986 -1.6512 -1.7459 0.000
H 2.6622 -2.7527 -0.8305 0.000
H 2.0619 -1.8281 -2.2775 -0.001
C 3.5205 -0.4274 0.9310 -0.006
H 3.4527 -1.3600 1.5113 0.000
H 4.5178 -0.3453 0.4755 -0.002
H 3.3440 0.4366 1.5888 0.000
C -3.0401 1.6989 0.4835 0.047
H -4.0516 1.8410 0.0677 0.001
H -3.0831 1.5022 1.5675 0.006
H -2.4266 2.5939 0.2938 0.003
C -3.4107 -1.0971 -0.2742 0.021
H -3.5880 -1.2910 0.7990 0.001
H -4.3514 -0.8190 -0.7836 -0.003
H -2.9164 -1.9597 -0.7542 -0.001
C -1.5218 0.9049 4.3060 0.001
Si -0.0010 0.0085 3.6610 0.004
C 1.5219 0.8948 4.3092 -0.001
C -0.0011 -1.7578 4.3094 -0.001
O 0.0059 0.0765 2.0571 -0.020
H -1.5116 0.9047 5.4050 -0.001
H -2.4649 0.4278 4.0011 0.000
H -1.5677 1.9597 3.9959 0.001
H 1.4966 0.8814 5.4075 0.000
H 2.4678 0.4237 4.0054 0.000
H 1.5632 1.9517 4.0072 -0.001
H -0.8885 -2.3262 3.9849 0.000
H 0.8841 -2.3307 3.9872 0.000
H -0.0022 -1.8078 5.4103 0.000
```

Density functional theory data (the ωB97M-V functional and the def2-TZVPD basis) for a 4-piece molecular cluster, C17H41NO6 overall.

Results
Orbital gap in eV: 9.6
HOMO in eV: -9.340
LUMO in eV: 0.3

```
65
Properties=species:S:1:pos:R:3:nbo_charge:R:1
C -2.4649 -1.0812 -3.7925 -0.284
O -1.3447 -0.1387 -4.0103 -0.542
C -0.1047 -0.6009 -3.3685 -0.091
C 0.1309 0.0500 -1.8475 0.394
N -0.9571 -0.5230 -0.9671 -0.896
O -0.0823 1.5217 -1.9377 -0.730
C 1.6267 -0.2989 -1.2655 -0.555
C 1.5693 -1.5609 -0.1751 0.397
O 2.3080 -1.5437 0.9374 -0.555
H -3.3987 -0.7733 -4.4686 0.205
H -2.1994 -2.1940 -4.0985 0.173
H -2.8655 -1.1139 -2.6932 0.197
H 0.8496 -0.2488 -3.9927 0.206
H -0.0280 -1.7820 -3.2591 0.178
H -1.0710 -1.5550 -1.0734 0.384
H -0.8799 -0.2229 0.0293 0.374
H -0.5661 1.8116 -1.0931 0.484
H 2.0269 0.6818 -0.7153 0.266
H 2.3528 -0.5977 -2.1404 0.242
H 0.8344 -2.4847 -0.3286 0.154
C -4.2482 -3.1716 1.9932 -0.645
C -3.6949 -3.9987 0.8463 -0.064
O -2.2752 -3.9213 0.7232 -0.550
C -1.5165 -4.3682 1.8436 -0.065
C -1.7603 -5.8240 2.2005 -0.645
H -3.9594 -2.1212 1.8826 0.213
H -5.3416 -3.2344 2.0152 0.218
H -3.8752 -3.5135 2.9607 0.205
H -4.1103 -3.6210 -0.0936 0.187
H -4.0102 -5.0449 0.9232 0.163
H -1.6938 -3.7147 2.7044 0.164
H -0.4615 -4.2440 1.5764 0.187
H -2.7986 -6.0053 2.4887 0.204
H -1.1232 -6.1240 3.0388 0.220
H -1.5413 -6.4702 1.3431 0.213
C -1.8949 3.8656 -3.9586 -0.649
C -2.7022 4.0485 -2.6856 -0.064
O -1.9776 4.6978 -1.6416 -0.545
C -1.5058 6.0131 -1.9207 -0.063
C -2.6136 6.9993 -2.2466 -0.644
H -0.9816 3.2967 -3.7549 0.233
H -2.4838 3.3270 -4.7089 0.216
H -1.5951 4.8213 -4.3932 0.196
H -2.9848 3.0626 -2.3024 0.189
H -3.6385 4.5816 -2.8826 0.157
H -0.7550 5.9837 -2.7176 0.162
H -0.9841 6.3557 -1.0204 0.185
H -3.1627 6.7134 -3.1470 0.204
H -2.1991 7.9993 -2.4109 0.214
H -3.3364 7.0485 -1.4245 0.211
C 5.2382 1.6155 4.5027 -0.644
C 5.8836 0.2731 4.7980 -0.064
O 5.0044 -0.8345 4.6058 -0.542
C 4.4795 -1.0066 3.2923 -0.064
C 5.5479 -1.2173 2.2339 -0.646
H 4.3482 1.7580 5.1246 0.211
H 5.9424 2.4296 4.7060 0.212
H 4.9254 1.6980 3.4599 0.204
H 6.1871 0.2514 5.8497 0.185
H 6.7981 0.1348 4.2112 0.159
H 3.8265 -0.1662 3.0336 0.164
H 3.8383 -1.8942 3.3257 0.195
H 6.2125 -0.3542 2.1475 0.197
H 5.0882 -1.3849 1.2546 0.225
H 6.1691 -2.0845 2.4843 0.208
```

| no. | DFT total energy (eV) | maximum force (eV Å⁻¹) |
| --- | --- | --- |
| 1 | -9910.798 | 0.625 |
| 2 | -11414.335 | 2.922 |
| 3 | -74798.901 | 5.903 |
| 4 | -32063.659 | 7.834 |